{"formula": "C3H9NO2S", "method": "the ωB97M-V functional and the def2-TZVPD basis", "e_above_lowest_ev": 6.361, "lumo_energy_ha": 0.023, "homo_lumo_gap_ev": 9.342, "species": ["S", "O", "O", "N", "C", "C", "C", "H", "H", "H", "H", "H", "H", "H", "H", "H"], "positions_angstrom": [[-0.2573, 0.6353, 0.3535], [1.3552, 1.6033, 0.2604], [-2.2519, -1.7200, -1.7049], [-1.3472, 1.1557, -0.5061], [0.9372, -0.5552, -0.4034], [-0.6066, 0.1841, 1.9268], [2.0365, 0.4706, -0.2090], [0.2806, -0.2400, 2.3800], [0.8461, -0.5905, -1.4715], [-1.9007, 1.9266, -0.1422], [-1.8236, -2.2002, -0.9569], [-1.4390, 0.8152, 2.3201], [1.0698, -1.5597, 0.0288], [2.8154, 0.1690, 0.4666], [2.4858, 0.8029, -1.2022], [-2.2003, -0.8970, -1.1401]], "forces_ev_per_angstrom": [[2.0, -0.7, 3.3], [-2.4, -0.9, 0.4], [1.1, 0.9, 2.8], [-0.6, 0.5, -1.4], [0.3, 0.6, -0.2], [-0.1, 1.0, -2.5], [1.4, 1.2, -1.5], [-0.3, 0.3, 0.7], [-1.1, -0.4, -0.5], [0.1, -0.2, 0.0], [-0.4, -0.9, -1.2], [1.0, -0.9, 0.1], [-0.5, 0.6, 0.1], [0.5, -0.2, 0.4], [-0.2, -0.9, 1.1], [-0.7, 0.0, -1.7]]}

{"formula": "C4H12", "method": "the ωB97M-V functional and the def2-TZVPD basis", "e_above_lowest_ev": 0.392, "smiles": "CC.CC", "lumo_energy_ha": 0.043, "homo_lumo_gap_ev": 12.529, "species": ["C", "C", "C", "C", "H", "H", "H", "H", "H", "H", "H", "H", "H", "H", "H", "H"], "positions_angstrom": [[0.0323, -0.5162, -2.9975], [0.5716, -0.0720, -1.6598], [-0.1153, 1.0285, 2.1888], [-0.4822, -0.4296, 2.4677], [0.4828, -0.8760, -0.9202], [-1.5109, -0.5699, 2.7814], [0.1727, 0.8091, -1.1676], [-1.0496, -0.3842, -3.0044], [0.1883, -0.8720, 3.1959], [0.2810, 0.2247, -3.7473], [-0.9836, 1.5883, 1.8198], [0.7083, 1.1246, 1.5006], [0.3721, -1.4887, -3.3399], [0.0831, 1.5478, 3.1263], [-0.1902, -1.0644, 1.6220], [1.6632, 0.0462, -1.6266]], "forces_ev_per_angstrom": [[-0.6, 1.6, -0.2], [1.4, -1.1, 1.3], [-1.2, 0.2, 0.7], [1.1, -0.3, -0.5], [-0.5, 0.0, 0.0], [0.0, -0.1, -0.1], [-0.4, 0.2, -0.5], [-0.2, -0.8, 0.1], [-0.1, 0.2, 0.7], [0.6, 0.1, -0.4], [0.2, -0.2, -0.4], [0.3, 0.1, -0.1], [-0.2, -0.1, 0.2], [0.5, 0.0, 0.0], [-0.9, 0.2, -0.3], [-0.1, 0.3, -0.5]]}

{"formula": "C7H11NO2S", "method": "the ωB97M-V functional and the def2-TZVPD basis", "e_above_lowest_ev": 2.750, "lumo_energy_ha": -0.003, "homo_lumo_gap_ev": 8.549, "species": ["S", "O", "O", "N", "C", "C", "C", "C", "C", "C", "C", "H", "H", "H", "H", "H", "H", "H", "H", "H", "H", "H"], "positions_angstrom": [[1.8350, -0.5282, 0.4747], [2.6903, -0.3416, -0.7017], [-0.4240, 2.1483, 1.4688], [0.5761, 0.5138, 0.3337], [-0.3529, -0.4937, -2.2568], [1.7054, 1.3089, 2.2419], [2.6139, 0.4050, 1.8336], [-1.1918, -0.6321, -1.0067], [-2.1078, 0.3286, -0.8097], [0.5655, 1.3671, 1.2456], [-1.0671, -1.8502, -0.1282], [-1.0438, 2.0365, 0.7586], [-0.0626, -1.4537, -2.5736], [-2.1811, 1.3132, -1.4188], [-1.0447, -0.1156, -3.0321], [-1.6302, -2.6522, -0.6191], [0.2420, 0.3287, -2.0617], [-2.6079, 0.2337, 0.1568], [3.5331, 0.0640, 2.1955], [-1.5572, -1.6391, 0.8559], [1.5946, 1.9000, 3.1108], [-0.0850, -2.2415, -0.0675]], "forces_ev_per_angstrom": [[1.6, 0.7, 0.1], [0.2, -0.6, -0.5], [-0.8, 2.1, 1.1], [0.3, -0.6, -1.3], [-3.6, -0.2, 0.0], [0.0, -0.8, -1.4], [-2.7, 0.8, -0.2], [-1.3, 0.8, -1.2], [0.2, 0.6, 0.5], [2.1, -1.3, 2.2], [-2.0, 0.7, -0.1], [-1.0, -0.2, -0.8], [1.6, -0.8, -0.5], [0.0, -2.0, 0.9], [0.2, -0.3, 0.1], [-0.2, 0.0, 0.1], [2.4, 0.8, 0.0], [-0.5, 0.5, -0.3], [1.1, -0.2, 0.8], [0.7, -0.4, -0.6], [0.6, 0.6, 0.8], [1.0, -0.1, 0.4]]}

{"formula": "C3H4F2O", "method": "the ωB97M-V functional and the def2-TZVPD basis", "e_above_lowest_ev": 0.219, "smiles": "CC(=O)C(F)F", "lumo_energy_ha": 0.032, "homo_lumo_gap_ev": 11.288, "species": ["F", "F", "O", "C", "C", "C", "H", "H", "H", "H"], "positions_angstrom": [[0.9460, -0.5593, -1.2258], [-0.5641, -1.6813, -0.0024], [-0.6080, 1.8269, -0.0428], [-0.3544, -0.4616, -0.6705], [-0.1458, 0.7820, 0.2949], [0.5649, 0.4592, 1.5735], [0.3735, 1.2733, 2.3223], [-1.0680, -0.2146, -1.5138], [0.1158, -0.4384, 1.9783], [1.6178, 0.2533, 1.4218]], "forces_ev_per_angstrom": [[-1.3, -0.3, 0.2], [-0.1, 1.9, -1.1], [0.0, 0.6, -0.1], [1.7, 0.2, 0.0], [-0.8, -1.8, -0.1], [-0.6, 1.0, 0.9], [0.5, -0.6, -0.8], [0.5, -0.8, 1.1], [0.0, -0.3, 0.0], [0.2, 0.1, 0.0]]}